Record 1
The following is a quantum chemistry calculation of C32H27F2N2OPSrTe as an isolated structure, from the Open Molecules 2025 dataset.

Structure (XYZ):
```
67
Properties=species:S:1:pos:R:3
C -0.7365 -5.8231 1.1713
H 1.3577 -0.8067 -0.0198
C 0.4815 -0.9468 -0.6597
H 0.2163 1.3583 2.9014
H 4.4079 0.8997 3.7602
C 3.5497 0.7213 3.1212
C 0.3408 -1.6986 -2.9615
C 1.1868 0.9358 2.6939
C -0.8666 5.2034 0.3681
C 0.9780 -0.9214 -2.0514
F -1.7035 -8.0021 0.9500
H -3.5051 1.0183 2.4209
H -0.3124 -6.0847 2.1355
C 2.9488 3.0001 -2.0912
H -2.6472 4.6966 -0.7084
C 2.1245 3.2151 -3.1772
H -4.1725 -0.8400 0.9324
C 2.2539 1.1009 3.5550
H -2.2487 2.2948 -0.6236
F -2.5992 -4.8048 -2.3582
C -3.1178 -0.9683 0.7192
C 0.8721 2.6118 -3.2343
C 1.4301 0.5250 1.4001
H -2.7120 -1.9591 0.8752
H 0.6724 -1.6768 -3.9962
C -1.9330 -5.1246 -1.1989
Te -0.7574 -2.5498 3.7419
C -1.5226 -6.7214 0.4755
H 1.0225 5.3708 1.3845
C 3.7395 0.1499 1.8727
C -1.5377 2.9547 -0.1586
H -0.5034 1.3330 -2.1747
H -1.0487 6.2723 0.3365
H 2.8638 -0.2842 -0.0163
C 0.5111 3.3381 0.9945
H 2.4539 3.8590 -3.9866
C -1.7621 4.3219 -0.2058
C -2.2413 0.1811 1.0722
C -0.6152 -2.6648 -2.5586
H 3.9238 3.4745 -2.0424
H -1.0419 -3.3299 -3.2933
C 0.2811 4.7034 0.9602
H 0.2206 2.7733 -4.0863
N -2.8045 1.3237 1.7562
C 2.6499 -0.0270 1.0134
H 2.1037 1.5378 4.5340
C -0.4690 -4.5480 0.6517
H -2.0682 1.7818 2.2708
O -0.9103 -0.0984 1.4555
C -0.4195 2.4141 0.4790
H -1.8377 -0.5209 -1.0376
N -0.2931 -2.0283 -0.2874
H 1.9310 -0.4517 -2.2356
C 1.2875 1.5765 -1.0546
H 3.1883 2.0304 -0.1902
C -2.1391 -6.4048 -0.7190
P 0.1339 0.6165 0.2484
H 1.4335 2.9927 1.4159
Sr 0.6588 -1.3756 1.5005
H -3.2831 0.5260 -0.9296
C -2.5763 -0.0893 -0.3861
C -0.7280 -2.9017 -1.1949
H -2.7518 -7.1107 -1.2622
H 4.7294 -0.1308 1.5305
C 2.5368 2.1805 -1.0385
C 0.4763 1.8086 -2.1853
C -1.1003 -4.2070 -0.5738
```

Its HOMO energy (alpha / beta) is 0.39 / -0.75 eV. The value obtained for the energy above the lowest of the compared OMol25 structures with the same formula, charge and spin is 175.11 kJ/mol. The LUMO energy (alpha / beta) is 4.427 / 4.421 eV. The orbital gap (alpha / beta) is 4.037 / 5.173 eV. As for the net charge: -2.

Record 2
The following is a quantum chemistry calculation of C32H27I2N3O2PS3SbTi as an isolated structure, from the Open Molecules 2025 dataset.

Structure (XYZ):
```
72
Properties=species:S:1:pos:R:3
C 2.3321 -1.9832 0.9720
C -1.3650 2.1032 -1.2030
H -1.4061 1.1072 -3.5795
H -1.0970 -0.1648 -5.6553
H 1.7646 -3.9903 4.1440
C 3.5425 4.2258 -1.9538
C -1.9677 -1.3349 3.2234
C -3.7291 2.1646 -1.9972
H 1.5279 1.8078 3.3109
C 1.5035 2.3988 -1.3063
O 2.0648 1.1095 2.8898
H 3.3586 -4.8345 2.4307
C -2.6617 4.1987 -1.1376
C -0.4001 -0.2977 -4.8384
H 0.8169 -1.7062 -5.9005
H -2.7884 -3.8379 3.8220
H 2.0825 -0.7620 -1.9319
H -1.9298 -5.6518 0.0391
C 3.5216 3.6122 -0.7152
C 0.3525 -1.6430 4.0297
C -2.4067 -3.7684 2.8108
O -0.9351 -1.2815 0.5950
C -2.4015 -4.8844 1.9902
N 1.8298 1.3232 1.4974
H -2.4887 5.1905 -1.5570
C -2.6653 1.3440 -1.3308
C 2.5168 2.7000 -0.3792
C 0.6758 -1.1615 -4.9764
S -3.3624 0.7659 0.2914
C -1.9342 -2.5495 2.3432
H -2.5180 0.3951 -1.8490
H -0.7185 0.1127 3.9382
H -2.3884 -1.5888 4.1989
Sb -3.1031 2.5616 1.9055
P 0.1752 1.1551 -1.0239
C 2.8354 -3.8996 2.2809
C 1.2879 -2.2371 3.0102
C -1.3856 3.4298 -1.0972
C 0.2999 0.2358 -2.5937
H -2.5955 -0.5642 2.7679
H 3.7146 -3.4889 0.3522
H -4.5526 4.0777 -2.2872
H 4.3263 4.9292 -2.1986
C -1.4358 -2.4378 1.0374
H -0.4779 3.9964 -0.9306
H -4.5319 1.6307 -2.4896
N -0.6172 -0.7374 3.3892
H 0.9425 -1.0739 4.7513
C 1.9516 -3.4331 3.2359
Ti 0.0390 0.0685 1.4586
H 3.3780 2.6041 1.6302
S -3.2036 4.5961 0.5900
C -3.7425 3.4839 -1.8842
I -0.7440 -3.4124 -1.7260
C -1.9309 -4.7881 0.6890
C 1.5482 3.0252 -2.5480
H -0.1563 -2.4384 4.5781
C 2.6098 2.1828 0.9855
I -3.0947 -6.7101 2.7103
H 2.5468 4.4042 -3.8443
C -0.5809 0.4097 -3.6574
C 1.5779 -1.3169 -3.9317
C 2.5469 3.9310 -2.8713
C -1.4551 -3.5732 0.2235
S -0.7293 2.3003 2.2245
N 1.4734 -1.5274 1.8919
H 4.2903 3.8405 0.0124
C 3.0363 -3.1573 1.1246
C 1.3815 -0.6286 -2.7470
H 0.7846 2.7978 -3.2808
H 2.4391 -1.3738 0.0851
H 2.4256 -1.9810 -4.0386
```

Its HOMO energy (alpha / beta) is -10.31 / -10.40 eV. As for the spin multiplicity: 2. The value obtained for the energy above the lowest of the compared OMol25 structures with the same formula, charge and spin is 47.53 kJ/mol. The LUMO energy (alpha / beta) is -3.254 / -3.334 eV. The orbital gap (alpha / beta) is 7.052 / 7.070 eV. As for the net charge: +1.

Record 3
The following is a quantum chemistry calculation of C32H27ILiN5O8S as an isolated structure, from the Open Molecules 2025 dataset.

Structure (XYZ):
```
75
Properties=species:S:1:pos:R:3
C 0.6355 0.1097 3.8386
O -2.4132 -0.0142 -0.4892
C -3.6018 -0.1015 -0.0624
C 0.0175 1.4457 1.9541
H -4.4248 -1.7397 1.0797
N -1.9288 2.2903 -2.3534
O 8.1007 0.3400 -1.0682
N 0.2079 0.4182 1.1244
C -1.1020 4.9979 -0.0229
N -0.8772 2.6376 0.0820
H 4.4645 3.4038 -0.5002
C -1.1730 3.7367 -0.6022
C -1.5148 -4.4259 -0.5663
C 0.0270 -5.3023 1.0505
C -0.2974 -5.0408 -0.2794
H -1.9914 -0.3704 2.3106
H -1.7496 -4.1564 -1.5887
C 3.4651 0.4585 -1.8101
C -2.3808 -4.0649 0.4497
H -2.5548 0.9865 -3.7950
C -2.2281 2.9730 -4.6133
C 3.3992 1.7581 -1.3127
C -0.6491 5.1032 1.2797
H -1.0872 5.5199 -2.7064
H -0.5639 6.0747 1.7512
H -4.4399 -0.2216 1.9468
I 0.0226 -1.4749 -2.8530
C -2.2651 2.0164 -3.6050
C 4.5588 2.3958 -0.8833
C -1.5464 3.5243 -2.0344
H -1.8989 -1.7342 1.2409
S -3.0575 -3.6885 3.0580
H 0.7903 -0.0104 4.9046
C 5.7839 1.7549 -0.9463
H 6.6966 2.2294 -0.6175
H 0.7509 -1.5435 0.8914
O -2.6480 -4.2832 4.3080
H 0.9745 -5.7790 1.2830
C -0.4113 2.7358 1.3206
H 1.1985 -1.9077 3.3258
Li -0.6862 0.7860 -1.0635
H -3.3115 -3.5592 0.2213
C -1.4599 4.5418 -2.9784
H 4.7545 -1.2088 -2.2628
N 7.1214 -0.2232 -1.5261
C 5.8231 0.4621 -1.4496
H 0.6308 -4.5808 -2.1483
C -2.0239 -4.3053 1.7719
C -1.8073 4.2526 -4.2890
C 0.8614 -0.9453 2.9711
C -2.5365 -1.2480 1.9728
C -0.2759 3.9616 1.9643
O -4.6321 0.3782 -0.5766
H 1.6630 -5.5135 -1.0413
O 7.1453 -1.3798 -1.8989
H 0.1369 4.0230 2.9626
O -4.4114 -3.8232 2.6029
H 0.0075 2.1610 3.9844
N -2.7019 -2.0985 3.1872
H 2.5430 -0.0199 -2.1312
C 2.0365 2.4661 -1.2174
H -1.7332 5.0181 -5.0532
C 0.6213 -0.7431 1.6175
C 4.6826 -0.2005 -1.8814
H -1.3846 5.8785 -0.5833
H -1.9468 -1.9945 3.8550
H 0.3353 -6.3070 -1.8972
C 0.6419 -5.3806 -1.4031
O 1.0810 1.7755 -1.6265
C -3.8275 -0.8493 1.2939
C 0.2063 1.3239 3.3272
H -2.4979 2.7086 -5.6280
O 2.0492 3.6334 -0.7669
H -0.5685 -5.1107 3.1193
C -0.8248 -4.9308 2.0817
```

Its HOMO energy is -2.11 eV. The value obtained for the energy above the lowest of the compared OMol25 structures with the same formula, charge and spin is 146.38 kJ/mol. The LUMO energy is 3.849 eV. The orbital gap is 5.960 eV. As for the net charge: -2.

Record 4
The following is a quantum chemistry calculation of C32H28Cl2FN2O6P2Pt as an isolated structure, from the Open Molecules 2025 dataset.

Structure (XYZ):
```
74
Properties=species:S:1:pos:R:3
C -0.9272 2.4686 -3.2069
C 0.1627 0.4059 -4.7280
H 6.5088 -0.2888 1.3626
H 1.3656 4.0190 -1.5091
H -0.7623 -3.4527 -3.5665
O -4.9575 -0.8575 -0.1413
C 0.7147 4.1771 -0.6563
H 0.5889 -0.3902 -5.3236
C 5.6138 -0.8953 1.3544
C -2.8338 -2.9883 3.6313
C -0.5574 0.7616 4.0866
O 0.3800 -4.7687 -1.3934
H -1.3605 3.2654 -2.6158
F -3.0779 0.3587 -1.6338
H -1.5096 2.5240 1.3150
O 0.6805 -1.5135 0.4575
H -1.4463 0.4205 4.5998
H 2.2019 0.3837 -1.3028
C 1.7278 0.8515 -0.4393
H -1.6357 4.7666 2.3539
H 2.4191 -3.0797 1.2811
C -0.9113 3.3405 0.9331
C -3.5519 -3.7008 -1.7922
C -0.0767 0.0470 2.9988
N -4.3607 -2.8672 -1.0298
H 6.6620 -2.7283 1.7130
C -0.9764 4.5985 1.5135
C -2.2481 -1.7252 -2.3386
N -2.5433 -3.0631 -2.5282
H -1.6658 -4.8878 -3.0764
H -1.8140 3.1425 -5.0341
Cl -1.2297 -3.6864 3.3760
P 1.6139 -0.3881 0.8882
C -0.0642 3.1348 -0.1532
H 1.2404 6.2410 -0.4578
C -1.3606 -3.8916 -2.7689
C -1.1865 2.3962 -4.5671
H -0.2576 6.6151 1.4710
H -0.2782 2.4616 5.3595
H 2.3474 1.6958 -0.1314
C -2.9388 -0.9604 -1.3849
H 4.3267 0.7674 0.9874
O -1.0206 -3.3231 -0.4356
C 1.0515 0.5015 2.3286
C 0.4284 0.4728 -3.3707
C -0.2016 5.6354 1.0160
C -0.1137 1.5099 -2.6064
Pt -1.1398 -1.3572 -0.5160
C 3.3127 -2.4706 1.3212
C -0.5498 -4.0144 -1.4604
H -3.5725 -3.7761 3.5415
C -4.1857 -1.5286 -0.7680
O -1.0151 0.6390 -0.1566
H 2.6114 1.9986 2.2523
C 3.2306 -1.0922 1.1279
O -3.7395 -4.8840 -1.8490
C 1.7193 1.6492 2.7594
H -0.5797 -0.8543 2.6710
H 1.0492 -0.2898 -2.9136
C 4.5529 -3.0517 1.5335
C 4.3802 -0.3035 1.1431
H -1.6604 -1.2831 -3.1351
C 1.2407 2.3497 3.8514
H -2.8665 -2.5334 4.6146
H -5.1494 -3.3256 -0.5910
H 4.6231 -4.1209 1.6771
P 0.0619 1.4958 -0.8321
C 0.6438 5.4277 -0.0682
Cl -3.1934 -1.7464 2.4200
C 0.0975 1.9081 4.5092
C 5.6970 -2.2675 1.5512
C -0.6434 1.3690 -5.3238
H -0.8454 1.3179 -6.3851
H 1.7539 3.2389 4.1904
```

Its HOMO energy is -11.85 eV. The value obtained for the energy above the lowest of the compared OMol25 structures with the same formula, charge and spin is 0.00 kJ/mol. The LUMO energy is -2.785 eV. The orbital gap is 9.069 eV. As for the net charge: +1.